(1)
{
  "formula": "H16O8",
  "method": "wB97M-V/def2-TZVPD",
  "elements": ["O", "O", "O", "O", "O", "O", "O", "O", "H", "H", "H", "H", "H", "H", "H", "H", "H", "H", "H", "H", "H", "H", "H", "H"],
  "xyz": [[23.884000, 15.840000, 16.375000], [25.887000, 15.986000, 13.408000], [20.898000, 14.352000, 17.482000], [23.678000, 13.311000, 17.751000], [23.601000, 17.787000, 13.778000], [22.151000, 14.600000, 14.587000], [22.933000, 12.079000, 15.339000], [21.381000, 18.987000, 15.346000], [21.586000, 14.215000, 13.984000], [21.845000, 14.413000, 17.636000], [23.914000, 18.328000, 13.111000], [20.604000, 15.099000, 17.022000], [24.095000, 16.599000, 15.901000], [22.883000, 17.359000, 13.318000], [26.212000, 15.482000, 14.141000], [22.808000, 14.889000, 14.010000], [21.579000, 19.535000, 14.603000], [23.889000, 13.965000, 17.108000], [22.989000, 11.704000, 16.179000], [25.219000, 16.559000, 13.813000], [22.269000, 18.527000, 15.348000], [22.642000, 12.987000, 15.520000], [24.386000, 12.683000, 17.827000], [23.033000, 15.639000, 16.024000]],
  "forces_ev_per_angstrom": [[0.26, -1.59, 1.43], [-0.54, 0.55, -0.32], [0.36, -1.89, 1.00], [-1.15, -0.44, 1.25], [-0.86, -1.56, 1.91], [0.12, 1.04, 2.60], [-0.21, 1.03, -2.17], [1.80, -1.36, 0.41], [-2.60, -1.69, -1.61], [-0.05, 0.05, 0.13], [1.55, 2.11, -1.99], [-0.42, 1.77, -0.98], [1.02, 2.28, -1.11], [-0.67, -0.55, 0.10], [0.43, -0.59, 0.56], [2.46, 0.83, -1.25], [-0.43, 1.06, -0.88], [0.97, 0.74, -0.79], [0.08, -1.02, 2.12], [0.09, -0.05, -0.27], [-1.46, 0.37, 0.51], [0.04, -0.42, -0.20], [0.56, -0.12, -0.14], [-1.34, -0.55, -0.33]],
  "nbo_charge": [-0.953, -0.950, -0.943, -0.971, -0.954, -0.940, -0.960, -0.929, 0.485, 0.480, 0.483, 0.463, 0.472, 0.483, 0.471, 0.471, 0.456, 0.487, 0.467, 0.470, 0.470, 0.481, 0.481, 0.480],
  "lumo_ha": -0.01454,
  "smiles": "O.O.O.O.O.O.O.O"
}

---

(2)
{
  "formula": "H16O8",
  "method": "wB97M-V/def2-TZVPD",
  "elements": ["O", "O", "O", "O", "O", "O", "O", "O", "H", "H", "H", "H", "H", "H", "H", "H", "H", "H", "H", "H", "H", "H", "H", "H"],
  "xyz": [[0.177515, 2.507482, -0.639974], [1.637439, -2.200080, 1.871700], [-1.271648, 1.387811, -3.833268], [-2.458490, -0.843132, -0.814833], [4.760477, -1.253373, 2.175180], [-3.140601, 1.313742, -0.062921], [-1.988404, -1.190886, 1.784853], [1.892705, -0.430718, -0.299815], [0.478753, 3.296943, -0.176296], [-0.092390, 2.832892, -1.506143], [2.846511, -0.499798, -0.179519], [-3.376227, -0.633379, -1.021596], [-2.882708, -0.831676, 1.798291], [-1.568125, -0.802805, 2.560577], [2.412179, -1.764219, 1.499152], [-1.287702, 1.666403, -4.755828], [1.773325, 0.414920, -0.746618], [-1.101246, 0.440180, -3.877393], [-2.415724, -1.803417, -0.885638], [-2.374418, 1.516977, 0.485396], [4.553425, -1.102124, 3.104288], [4.248980, -0.582705, 1.708739], [-2.761843, 1.080852, -0.918078], [1.938218, -2.519893, 2.729745]],
  "forces_ev_per_angstrom": [[0.15, 0.14, -0.01], [0.09, -0.04, 0.35], [0.06, -0.02, -0.15], [-0.14, -1.07, -0.94], [-0.18, 0.07, -0.04], [-0.49, 1.21, 0.17], [-0.03, 0.05, 0.60], [0.37, 0.09, -0.01], [-0.03, -0.10, 0.02], [-0.11, -0.16, -0.08], [-0.05, 0.00, -0.31], [0.00, -0.17, 0.20], [0.08, 0.05, -0.24], [0.08, -0.16, -0.06], [-0.27, -0.18, 0.03], [-0.03, 0.04, 0.10], [-0.24, 0.12, 0.07], [-0.01, 0.03, 0.17], [0.25, 0.00, 0.03], [0.03, -0.17, -0.17], [0.05, -0.02, -0.04], [0.16, 0.09, 0.12], [0.26, 0.27, 0.29], [-0.01, -0.08, -0.11]],
  "nbo_charge": [-0.948, -0.922, -0.946, -0.938, -0.932, -0.959, -0.930, -0.928, 0.468, 0.481, 0.444, 0.465, 0.468, 0.462, 0.463, 0.469, 0.485, 0.477, 0.473, 0.480, 0.473, 0.460, 0.479, 0.456],
  "lumo_ha": 0.01305,
  "smiles": "O.O.O.O.O.O.O.O"
}

---

(3)
{
  "formula": "H16O8",
  "method": "wB97M-V/def2-TZVPD",
  "elements": ["O", "O", "O", "O", "O", "O", "O", "O", "H", "H", "H", "H", "H", "H", "H", "H", "H", "H", "H", "H", "H", "H", "H", "H"],
  "xyz": [[3.844485, -1.001113, 0.719597], [2.539993, -1.938128, -1.305828], [-3.554483, -2.902404, 0.166138], [0.676629, -0.827143, -0.464813], [0.447310, -0.144320, 1.921794], [-4.256623, 1.448382, -0.272283], [-2.180739, 0.583716, -0.097612], [1.923827, 4.058210, -0.394902], [4.695670, -0.891727, 1.158356], [2.570084, -2.769041, -0.818315], [-4.359150, -2.373565, 0.123361], [0.913660, -0.513079, -1.344682], [-0.311679, 0.413232, 2.126882], [-4.456172, 2.255167, -0.760410], [2.729934, 4.151940, 0.125096], [2.839845, -2.174485, -2.190822], [2.009967, 3.191089, -0.806814], [-1.963433, 1.436063, -0.491658], [1.003973, 0.412539, 1.365894], [-3.774223, 1.756671, 0.503112], [-0.154215, -0.378423, -0.271579], [3.715999, -1.955946, 0.691746], [-1.917213, 0.677746, 0.824724], [-2.983437, -2.515374, -0.506992]],
  "forces_ev_per_angstrom": [[0.51, 0.11, 0.48], [0.79, -0.79, -1.05], [-0.09, 0.07, -0.10], [-0.78, 0.80, -0.44], [-0.43, 0.50, 0.72], [-1.56, 1.15, -0.21], [2.07, -0.60, 0.42], [0.08, -0.14, 0.03], [-0.07, 0.02, 0.08], [-0.33, 0.06, -0.13], [0.09, -0.02, 0.02], [0.12, -0.37, 0.10], [0.22, -0.05, 0.32], [-0.34, 0.00, 0.05], [-0.08, 0.03, -0.03], [0.13, -0.10, 0.05], [0.00, 0.06, 0.01], [-0.06, -0.15, -0.12], [0.18, -0.35, -0.12], [-0.33, -0.17, -0.20], [-0.25, -0.16, 0.09], [-0.04, 0.31, -0.04], [0.16, -0.25, -0.04], [0.03, 0.02, 0.11]],
  "nbo_charge": [-0.922, -0.921, -0.942, -0.941, -0.920, -0.922, -0.917, -0.940, 0.458, 0.463, 0.469, 0.462, 0.439, 0.460, 0.471, 0.462, 0.470, 0.469, 0.483, 0.460, 0.469, 0.462, 0.455, 0.474],
  "lumo_ha": 0.00194,
  "smiles": "O.O.O.O.O.O.O.O"
}

---

(4)
{
  "formula": "H16O8",
  "method": "wB97M-V/def2-TZVPD",
  "elements": ["O", "O", "O", "O", "O", "O", "O", "O", "H", "H", "H", "H", "H", "H", "H", "H", "H", "H", "H", "H", "H", "H", "H", "H"],
  "xyz": [[3.982282, 0.466152, 0.214709], [-2.906510, -0.800363, 2.196604], [0.244016, -1.288452, 0.230683], [-1.542997, -0.221055, -1.794938], [0.683645, 0.907855, 2.078497], [2.667435, -3.663927, -1.032513], [-4.629475, 0.042837, -1.224302], [1.211035, 4.463299, -0.733783], [-1.181000, 0.042060, -2.648588], [-2.830863, -0.024549, 2.763509], [0.990261, 3.556334, -0.493652], [3.218173, -3.048007, -1.528821], [0.818486, 0.026858, 2.445448], [0.617491, -0.404044, 0.316294], [-3.745315, -0.280865, -1.430380], [3.709925, 0.940717, -0.578764], [1.583582, 4.387336, -1.619462], [-4.577917, 0.289697, -0.294037], [0.917787, -1.781980, -0.250412], [2.922108, -3.518760, -0.114332], [-2.052264, 0.545940, -1.509708], [3.157123, 0.303414, 0.685473], [1.575616, 1.258709, 1.977111], [-2.798629, -1.543635, 2.800672]],
  "forces_ev_per_angstrom": [[-0.24, 0.02, -0.02], [-0.04, 0.10, 0.20], [0.60, -0.16, 0.20], [-0.15, 0.23, -0.19], [0.36, 0.03, -0.21], [-0.01, 0.30, 0.10], [0.12, 0.26, 0.08], [0.08, -0.22, -0.11], [-0.10, -0.08, -0.01], [0.02, -0.03, -0.08], [-0.08, 0.11, 0.05], [0.00, -0.09, -0.02], [-0.21, -0.10, 0.01], [-0.38, 0.11, 0.04], [-0.08, -0.34, -0.05], [0.10, -0.01, 0.03], [-0.04, 0.10, 0.06], [-0.06, -0.15, -0.01], [-0.13, -0.24, -0.13], [0.01, -0.11, -0.03], [0.18, 0.13, 0.04], [0.10, -0.10, -0.05], [-0.07, 0.22, 0.25], [-0.01, 0.00, -0.16]],
  "nbo_charge": [-0.928, -0.936, -0.936, -0.929, -0.938, -0.938, -0.948, -0.931, 0.467, 0.466, 0.465, 0.470, 0.483, 0.462, 0.475, 0.470, 0.467, 0.471, 0.467, 0.470, 0.464, 0.457, 0.461, 0.470],
  "lumo_ha": -0.01122,
  "smiles": "O.O.O.O.O.O.O.O"
}

---

(5)
{
  "formula": "H16O8",
  "method": "wB97M-V/def2-TZVPD",
  "elements": ["O", "O", "O", "O", "O", "O", "O", "O", "H", "H", "H", "H", "H", "H", "H", "H", "H", "H", "H", "H", "H", "H", "H", "H"],
  "xyz": [[-3.115819, -0.127318, 0.236844], [-0.159567, 0.565991, 1.600514], [-2.322953, 2.439985, -0.747882], [2.359699, 0.756034, 0.951983], [2.304853, -1.271035, -1.151686], [-0.602802, -0.982254, -0.504654], [1.059081, -3.316268, 0.742069], [0.645162, 2.304122, -0.823572], [0.788142, -3.826843, 0.019029], [2.617728, 0.785856, -0.004604], [0.199279, -0.598752, -0.896133], [2.860183, -1.733943, -1.758963], [-2.641239, 1.673612, -0.211217], [-0.299857, 1.192552, 2.272268], [0.419445, -2.581332, 0.704031], [0.808731, 0.676846, 1.426062], [-3.857164, -0.662052, -0.035828], [-0.019603, 2.720706, -1.371679], [0.075361, 1.739076, -0.327730], [1.948657, -2.010572, -0.609507], [-3.114501, 3.016944, -0.823763], [-0.579296, -0.394185, 0.283515], [2.992314, 0.091823, 1.346727], [-2.365841, -0.458997, -0.315834]],
  "forces_ev_per_angstrom": [[0.82, -0.08, -0.40], [0.88, -0.83, -1.00], [-1.06, 0.11, 0.39], [1.91, -0.96, -0.34], [-0.73, -0.36, 0.91], [0.76, 0.64, 0.40], [0.37, 1.76, 1.22], [0.63, 0.31, -0.60], [-0.60, -1.54, -1.63], [-0.56, -0.03, 1.05], [-0.06, -0.50, -0.87], [0.67, -0.23, -0.87], [0.12, 0.48, -0.52], [-0.86, 1.23, 1.34], [0.06, -0.09, 0.21], [-0.16, -0.27, -0.14], [-0.42, -0.12, -0.06], [-0.11, 0.42, -0.38], [-0.55, -0.68, 1.03], [0.20, 0.56, 0.03], [0.86, -0.57, 0.06], [-0.61, -0.44, 0.43], [-1.08, 1.02, -0.67], [-0.53, 0.17, 0.42]],
  "nbo_charge": [-0.979, -1.000, -0.990, -0.964, -0.978, -1.008, -0.948, -0.956, 0.465, 0.519, 0.495, 0.473, 0.503, 0.486, 0.493, 0.505, 0.475, 0.483, 0.469, 0.492, 0.471, 0.500, 0.490, 0.502],
  "lumo_ha": 0.01456,
  "smiles": "O.O.O.O.O.O.O.O"
}

---

(6)
{
  "formula": "H16O8",
  "method": "wB97M-V/def2-TZVPD",
  "elements": ["O", "O", "O", "O", "O", "O", "O", "O", "H", "H", "H", "H", "H", "H", "H", "H", "H", "H", "H", "H", "H", "H", "H", "H"],
  "xyz": [[0.028721, 0.041188, -0.226817], [3.577887, 0.863296, 2.719951], [-0.103123, 1.883171, -2.921509], [2.070295, -1.443450, -1.009374], [-3.398133, 0.652184, 0.351739], [2.299332, 1.657811, 0.563461], [-1.895247, -1.775491, 1.088135], [-1.542134, -2.585147, -1.674209], [-0.488395, -0.450877, 0.410901], [2.818506, 0.937965, 2.142022], [1.914263, 2.521539, 0.711493], [-0.058964, 1.127734, -2.335338], [-2.730095, 1.117724, 0.854948], [0.527018, 0.666447, 0.299481], [-2.340261, -2.395162, -2.167298], [2.015971, -1.757705, -0.106861], [-1.750333, -2.176963, 1.944897], [3.006165, 1.814296, -0.062730], [1.267100, -0.938518, -1.136431], [-1.019404, 2.158223, -2.889883], [-2.539027, -2.342307, 0.663283], [3.720840, 1.752386, 3.044465], [-1.312157, -1.753354, -1.260113], [-4.068823, 0.425012, 0.995785]],
  "forces_ev_per_angstrom": [[0.38, -0.14, -0.60], [0.43, -0.64, 0.44], [0.38, 0.06, 0.00], [1.74, -0.30, -0.72], [0.08, 0.02, -0.39], [-0.61, -0.22, -0.07], [0.56, 0.32, 0.21], [0.33, -0.27, 0.15], [-0.97, -0.69, 0.40], [-0.29, 0.13, -0.38], [-0.17, 0.51, 0.01], [-0.13, -0.19, 0.16], [0.07, 0.15, 0.13], [0.57, 0.59, 0.01], [-0.29, 0.03, -0.38], [-0.01, -0.66, 0.98], [0.06, -0.15, 0.32], [0.39, -0.04, -0.31], [-1.87, 0.87, -0.13], [-0.32, 0.14, -0.07], [-0.20, -0.13, -0.36], [0.20, 0.37, 0.29], [-0.09, 0.31, 0.15], [-0.24, -0.05, 0.15]],
  "nbo_charge": [-0.953, -0.791, -0.913, -0.412, -0.938, -0.966, -0.970, -0.876, 0.519, 0.480, 0.500, 0.460, 0.462, 0.506, 0.486, 0.495, 0.487, 0.512, 0.511, 0.479, 0.503, 0.478, 0.466, 0.477],
  "s_squared": 0.76,
  "spin_multiplicity": 2,
  "lumo_ha": [-0.13184, -0.41264],
  "total_charge": 1
}

---

Record order is preserved below.
Largest force on an atom: 3.5 1.4 2.2 0.7 2.3 2.1 eV/Å
Record order is preserved below.
E_tot: -16639.20196 -16638.74552 -16637.70007 -16639.06484 -16640.43537 -16628.65477 eV